Model w:
This record from OMol25 describes a 2-piece molecular cluster, C2H9N3O overall. The level of theory is ωB97M-V/def2-TZVPD.

Geometry as XYZ:
```
15
Properties=species:S:1:pos:R:3:nbo_charge:R:1
N 0.524 1.342 1.162 -0.78
C 1.428 0.387 1.154 0.29
N 1.350 -0.997 1.098 -0.81
H -1.306 -0.036 0.502 0.48
H 0.972 2.206 0.835 0.35
H 2.398 0.750 1.300 0.14
H 2.295 -1.477 1.058 0.40
H 0.602 -1.528 0.789 0.41
N -0.226 0.437 -1.771 -0.82
C -1.395 -0.329 -1.379 0.07
O -1.665 -0.767 -0.019 -0.75
H 0.566 -0.002 -1.285 0.35
H -0.301 1.384 -1.402 0.36
H -1.427 -1.281 -1.960 0.16
H -2.222 0.303 -1.762 0.15
```

Properties
LUMO level: 0.70 eV
highest occupied orbital energy: -9.376 eV
HOMO-LUMO gap: 10.072 eV
structure (SMILES): [H]/N=C/N.NCO

---

Model x:
This record from OMol25 describes a 2-piece molecular cluster, C2H9N3O overall. The level of theory is ωB97M-V/def2-TZVPD.

Geometry as XYZ:
```
15
Properties=species:S:1:pos:R:3:nbo_charge:R:1
N 1.454 -0.927 1.202 -0.72
C 1.326 0.181 1.844 0.28
N 0.166 0.898 1.914 -0.86
H -0.006 -0.802 -0.173 0.49
H 2.439 -1.155 1.209 0.35
H 2.035 0.294 2.679 0.16
H 0.119 1.878 1.713 0.40
H -0.658 0.373 1.627 0.42
N -0.722 -0.202 -2.628 -0.83
C -1.169 0.242 -1.291 0.07
O -0.976 -0.736 -0.278 -0.76
H -1.301 -0.999 -2.872 0.35
H 0.209 -0.572 -2.480 0.34
H -0.660 1.189 -1.106 0.15
H -2.256 0.338 -1.360 0.17
```

Properties
LUMO level: 0.94 eV
highest occupied orbital energy: -9.543 eV
HOMO-LUMO gap: 10.485 eV
structure (SMILES): [H]/N=C/N.NCO

---

Stability, descending: model x, model w

---

Model w:
This record from OMol25 describes a 2-piece molecular cluster, C6H16O2 overall. The level of theory is ωB97M-V/def2-TZVPD.

Geometry as XYZ:
```
24
Properties=species:S:1:pos:R:3:nbo_charge:R:1
O -0.594 1.302 -0.004 -0.75
C -0.816 0.474 2.278 -0.63
C -2.175 2.389 1.363 -0.62
C -0.833 1.685 1.357 0.10
H 0.257 0.817 -0.034 0.49
H -1.600 -0.238 1.970 0.21
H -1.008 0.780 3.321 0.21
H 0.160 -0.037 2.235 0.21
H -2.419 2.751 2.376 0.21
H -2.163 3.250 0.674 0.22
H -2.965 1.691 1.039 0.21
H -0.048 2.399 1.679 0.15
O 2.055 -0.486 -0.508 -0.74
C 1.076 -0.938 -2.694 -0.64
C 0.565 -2.306 -0.641 -0.63
C 1.617 -1.522 -1.398 0.10
H 2.717 0.058 -0.983 0.47
H 0.219 -0.279 -2.476 0.22
H 0.737 -1.743 -3.368 0.22
H 1.851 -0.349 -3.213 0.20
H 0.201 -3.153 -1.247 0.21
H 0.981 -2.702 0.301 0.22
H -0.289 -1.652 -0.400 0.22
H 2.472 -2.190 -1.628 0.16
```

Properties
LUMO level: 0.82 eV
highest occupied orbital energy: -9.932 eV
HOMO-LUMO gap: 10.752 eV
structure (SMILES): CC(C)O.CC(C)O

---

Model x:
This record from OMol25 describes a 3-piece molecular cluster, C6H16O2 overall. The level of theory is ωB97M-V/def2-TZVPD.

Geometry as XYZ:
```
24
Properties=species:S:1:pos:R:3:nbo_charge:R:1
C -0.677 -0.544 -2.011 -0.61
C -0.637 -1.246 -0.570 -0.42
C 0.631 -0.928 0.248 0.01
C 0.683 -0.675 1.583 -0.21
C 1.964 -0.544 2.317 -0.66
C 1.813 -1.069 -0.610 -0.67
H -1.816 -0.345 -2.270 0.19
H -0.365 0.399 -1.850 0.20
H -0.391 -1.040 -2.905 0.22
H -0.705 -2.257 -0.591 0.21
H -1.510 -0.803 -0.047 0.20
H -0.101 -0.813 2.333 0.21
H 2.168 0.492 2.754 0.22
H 2.837 -0.946 1.758 0.21
H 2.041 -1.270 3.138 0.22
H 1.726 -0.846 -1.656 0.23
H 2.680 -0.300 -0.342 0.22
H 2.280 -2.069 -0.620 0.23
H 0.321 3.153 -1.153 0.47
H -0.996 2.500 -1.521 0.47
O -0.350 3.165 -1.780 -0.93
H -3.403 0.676 0.551 0.46
H -1.993 0.876 0.890 0.46
O -2.830 0.915 1.254 -0.92
```

Properties
LUMO level: 0.56 eV
highest occupied orbital energy: -9.108 eV
HOMO-LUMO gap: 9.668 eV
structure (SMILES): C/C=C(\C)CC.O.O

---

Model y:
This record from OMol25 describes a 2-piece molecular cluster, C6H16O2 overall. The level of theory is ωB97M-V/def2-TZVPD.

Geometry as XYZ:
```
24
Properties=species:S:1:pos:R:3:nbo_charge:R:1
C -1.142 -1.687 -1.717 -0.06
O -0.732 -2.901 -2.315 -0.73
C -0.438 -1.691 -0.316 -0.40
C -0.283 -0.240 0.305 -0.22
C 0.781 -0.350 1.461 -0.60
C -1.352 0.676 0.803 -0.39
C -1.031 2.191 0.775 -0.61
H -2.235 -1.699 -1.672 0.18
H -0.893 -0.886 -2.337 0.16
H 0.112 -2.833 -2.760 0.47
H -0.919 -2.471 0.369 0.21
H 0.660 -2.003 -0.466 0.20
H 0.187 0.243 -0.591 0.19
H 0.386 -0.662 2.417 0.21
H 1.026 0.733 1.559 0.19
H 1.671 -0.845 1.264 0.20
H -1.586 0.474 1.976 0.18
H -2.285 0.427 0.542 0.21
H -1.735 2.739 1.380 0.21
H -1.247 2.694 -0.137 0.21
H -0.119 2.367 1.215 0.20
H 4.307 1.906 -1.116 0.47
H 3.367 1.648 0.094 0.47
O 3.497 2.172 -0.734 -0.94
```

Properties
LUMO level: 0.71 eV
highest occupied orbital energy: -9.770 eV
HOMO-LUMO gap: 10.480 eV
structure (SMILES): CC[C@@H](C)CCO.O

---

Model z:
This record from OMol25 describes a 2-piece molecular cluster, C6H16O2 overall. The level of theory is ωB97M-V/def2-TZVPD.

Geometry as XYZ:
```
24
Properties=species:S:1:pos:R:3:nbo_charge:R:1
C -1.703 -0.874 0.124 -0.06
O -1.529 -2.060 0.930 -0.75
C -0.955 0.337 0.767 -0.43
C 0.210 0.935 0.000 -0.23
C 0.584 2.274 0.643 -0.60
C -0.020 1.210 -1.534 -0.40
C 1.317 1.249 -2.271 -0.62
H -2.766 -0.677 0.193 0.18
H -1.231 -1.121 -0.823 0.17
H -0.781 -2.583 0.592 0.47
H -1.672 1.150 0.893 0.20
H -0.644 -0.087 1.723 0.23
H 1.193 0.449 -0.001 0.21
H -0.235 3.002 0.553 0.20
H 1.364 2.846 0.138 0.21
H 0.977 2.132 1.647 0.21
H -0.522 2.177 -1.613 0.19
H -0.644 0.451 -2.007 0.20
H 2.221 1.605 -1.779 0.21
H 1.150 1.894 -3.146 0.21
H 1.641 0.281 -2.666 0.21
H 0.871 -2.625 1.770 0.47
H 2.024 -3.238 0.985 0.47
O 1.598 -2.378 1.198 -0.94
```

Properties
LUMO level: 0.60 eV
highest occupied orbital energy: -9.925 eV
HOMO-LUMO gap: 10.527 eV
structure (SMILES): CC[C@@H](C)CCO.O

---

Stability, descending: model w, model z, model y, model x

---

Model w:
This record from OMol25 describes one molecule with the formula CH4N2O. The level of theory is ωB97M-V/def2-TZVPD.

Geometry as XYZ:
```
8
Properties=species:S:1:pos:R:3:nbo_charge:R:1
C 0.677 -0.322 0.151 0.24
H -1.752 -0.492 -0.940 0.47
H -0.558 1.058 0.918 0.37
H 0.420 -1.298 0.682 0.15
H 1.833 0.831 -0.576 0.33
N -0.511 0.529 0.030 -0.39
N 1.892 -0.049 -0.116 -0.60
O -1.709 -0.190 -0.048 -0.56
```

Properties
LUMO level: 0.92 eV
highest occupied orbital energy: -9.685 eV
HOMO-LUMO gap: 10.602 eV
structure (SMILES): [H]/N=C\NO

---

Model x:
This record from OMol25 describes a 2-piece molecular cluster, CH4N2O overall. The level of theory is ωB97M-V/def2-TZVPD.

Geometry as XYZ:
```
8
Properties=species:S:1:pos:R:3:nbo_charge:R:1
C 1.463 -0.199 -0.505 -0.03
N 0.573 -0.032 0.377 -0.59
N -1.788 0.475 0.647 0.02
O -2.281 -0.378 -0.013 -0.29
H 1.501 0.516 -1.219 0.15
H 1.904 -1.098 -0.649 0.15
H 0.674 -0.629 1.175 0.34
H -2.045 1.346 0.188 0.25
```

Properties
LUMO level: 0.61 eV
highest occupied orbital energy: -8.725 eV
HOMO-LUMO gap: 9.336 eV
structure (SMILES): C=N.N=O

---

Model y:
This record from OMol25 describes one molecule with the formula CH4N2O. The level of theory is ωB97M-V/def2-TZVPD.

Geometry as XYZ:
```
8
Properties=species:S:1:pos:R:3:nbo_charge:R:1
C -0.168 0.348 -0.376 -0.45
N -0.006 -0.041 1.824 -0.36
N 0.535 0.029 0.729 0.29
O 1.915 -0.086 0.540 -0.54
H -0.587 1.276 -0.261 0.23
H 0.550 0.450 -1.265 0.25
H -0.932 -0.351 -0.581 0.23
H 0.604 -0.324 2.499 0.35
```

Properties
LUMO level: 0.15 eV
highest occupied orbital energy: -10.026 eV
HOMO-LUMO gap: 10.181 eV
structure (SMILES): [H]/N=[N+](/C)[O-]

---

Model z:
This record from OMol25 describes one molecule with the formula CH4N2O. The level of theory is ωB97M-V/def2-TZVPD.

Geometry as XYZ:
```
8
Properties=species:S:1:pos:R:3:nbo_charge:R:1
C -0.801 0.386 0.006 0.23
H 1.915 -0.724 0.615 0.48
H 0.947 1.234 -0.593 0.37
H -1.402 1.345 -0.027 0.16
H -0.845 -1.440 -0.035 0.34
N 0.539 0.596 0.134 -0.34
N -1.501 -0.686 0.013 -0.65
O 1.147 -0.711 -0.112 -0.59
```

Properties
LUMO level: 0.67 eV
highest occupied orbital energy: -9.895 eV
HOMO-LUMO gap: 10.568 eV
structure (SMILES): [H]/N=C\NO

---

Stability, descending: model z, model w, model y, model x